This record from the OMol25 dataset describes a 13-piece molecular cluster, C50H69Br2N7O10 overall in a non-equilibrium geometry. The level of theory is ωB97M-V/def2-TZVPD.

Last column: Mulliken charge in e.
Element x y z (Å)
N1 -0.702 1.371 1.943  2.115
C1 -1.564 0.867 2.858  -1.398
C2 -2.017 1.923 3.631  -0.911
C3 -1.386 3.183 3.154  -1.489
C4 -0.574 2.752 2.076  -0.453
H1 -0.278 0.892 1.164  -0.681
H2 -1.886 -0.117 2.927  1.284
H3 -2.808 1.906 4.331  0.593
H4 -1.555 4.163 3.610  0.442
H5 0.110 3.291 1.432  0.491
N2 -3.124 -2.541 2.951  0.432
C5 -3.036 -1.949 4.205  -0.947
C6 -1.942 -2.494 4.820  -0.032
C7 -1.326 -3.471 3.970  -1.206
C8 -2.125 -3.490 2.812  -0.160
H6 -3.939 -2.465 2.251  0.066
H7 -3.716 -1.118 4.439  0.409
H8 -1.603 -2.257 5.853  0.508
H9 -0.565 -4.170 4.177  0.588
H10 -2.109 -4.145 1.958  0.454
N3 -0.436 -1.419 -0.530  1.209
C9 0.706 -1.503 0.315  -0.774
C10 0.806 -2.878 0.559  -0.492
C11 -0.228 -3.560 -0.060  -1.547
C12 -0.986 -2.666 -0.777  -0.874
H11 -0.730 -0.575 -1.069  -0.270
H12 1.317 -0.668 0.605  0.592
H13 1.600 -3.419 1.048  0.290
H14 -0.333 -4.582 0.048  1.132
H15 -1.921 -2.715 -1.321  0.683
N4 -4.816 -4.892 0.807  0.048
C13 -6.035 -4.558 1.444  -0.501
C14 -6.446 -3.395 0.968  -0.656
C15 -5.463 -2.917 0.045  0.263
C16 -4.502 -3.878 -0.078  -0.785
H16 -4.477 -5.792 0.837  0.194
H17 -6.593 -5.133 2.127  0.440
H18 -7.371 -2.896 1.362  0.334
H19 -5.540 -1.938 -0.534  0.346
H20 -3.575 -3.875 -0.642  0.335
N5 2.489 1.617 -4.311  0.576
C17 3.609 2.459 -4.373  -0.582
C18 3.179 3.531 -5.177  -0.940
C19 1.896 3.220 -5.711  -0.307
C20 1.475 2.091 -5.097  -0.655
H21 2.410 0.808 -3.742  0.031
H22 4.454 2.233 -3.725  0.487
H23 3.793 4.295 -5.565  0.541
H24 1.366 3.691 -6.559  0.406
H25 0.665 1.385 -5.352  0.445
N6 3.169 3.310 1.952  0.692
C21 3.101 2.649 0.794  -1.003
C22 3.230 3.469 -0.280  -0.389
C23 3.420 4.798 0.309  -0.843
C24 3.461 4.621 1.690  -0.852
H26 3.010 2.825 2.867  0.300
H27 2.879 1.616 0.824  0.926
H28 3.231 3.134 -1.328  0.553
H29 3.611 5.651 -0.318  0.488
H30 3.449 5.466 2.428  0.336
N7 2.355 -2.569 -2.369  0.584
C25 2.269 -2.156 -3.703  -0.642
C26 3.432 -1.535 -4.014  -0.796
C27 4.220 -1.475 -2.802  -0.646
C28 3.571 -2.154 -1.882  -0.733
H31 1.569 -2.946 -1.838  0.077
H32 1.391 -2.360 -4.341  0.474
H33 3.709 -1.028 -4.955  0.386
H34 5.207 -1.003 -2.767  0.480
H35 3.819 -2.488 -0.913  0.816
Br1 1.877 -8.135 -0.598  -0.140
C29 2.234 -6.478 -1.547  -0.336
C30 3.569 -5.858 -1.386  -0.206
Br2 3.898 -5.390 0.384  -0.102
H36 1.484 -5.747 -1.405  -0.032
H37 2.036 -6.719 -2.618  0.401
H38 3.616 -4.906 -1.968  0.079
H39 4.411 -6.520 -1.693  0.382
O1 -0.173 1.759 -1.361  -0.667
C31 -0.564 2.884 -1.560  0.441
O2 -1.553 3.451 -0.805  -0.343
C32 -1.688 4.846 -1.201  -0.712
C33 -0.589 5.137 -2.179  -0.702
C34 -0.278 3.751 -2.686  0.797
H40 -1.775 5.481 -0.361  0.395
H41 -2.619 4.825 -1.694  0.357
H42 0.226 5.455 -1.598  0.335
H43 -0.894 5.861 -2.958  0.352
H44 0.750 3.569 -2.994  -0.272
H45 -0.971 3.591 -3.515  -0.233
O3 -5.125 2.648 -2.227  -0.664
C35 -4.746 2.157 -1.207  0.429
O4 -4.127 1.010 -1.206  -0.050
C36 -3.634 0.756 0.169  0.789
C37 -4.585 1.511 1.109  -0.139
C38 -5.020 2.645 0.194  -0.633
H46 -2.639 1.241 0.182  -0.498
H47 -3.644 -0.349 0.312  -0.144
H48 -4.107 1.734 2.098  0.062
H49 -5.397 0.834 1.385  0.349
H50 -4.475 3.549 0.427  0.130
H51 -6.019 3.047 0.272  0.496
O5 -2.443 -0.734 -2.790  -0.560
C39 -2.926 0.068 -3.549  0.138
O6 -2.346 1.292 -3.800  0.107
C40 -3.197 2.041 -4.676  -0.446
C41 -4.488 1.279 -5.015  -0.965
C42 -4.242 -0.042 -4.310  -0.316
H52 -2.525 2.215 -5.555  0.562
H53 -3.483 3.026 -4.280  0.221
H54 -4.755 1.223 -6.055  0.338
H55 -5.282 1.785 -4.476  0.240
H56 -4.155 -0.925 -4.957  0.468
H57 -5.060 -0.278 -3.636  0.198
O7 2.742 2.017 4.364  -0.811
C43 2.242 0.954 4.589  0.198
O8 1.623 0.285 3.611  0.515
C44 1.227 -0.993 4.071  0.549
C45 1.031 -0.787 5.566  -0.681
C46 2.080 0.280 5.888  -1.109
H58 2.043 -1.724 3.877  0.246
H59 0.333 -1.321 3.500  -0.621
H60 1.138 -1.718 6.107  0.517
H61 0.056 -0.413 5.748  0.269
H62 3.033 -0.054 6.161  0.321
H63 1.811 1.033 6.662  0.440
O9 4.504 -0.980 4.284  -0.639
C47 4.998 -0.660 3.241  0.436
O10 5.183 -1.627 2.297  -0.354
C48 5.701 -0.955 1.123  -0.088
C49 6.347 0.305 1.614  -0.655
C50 5.444 0.670 2.797  0.663
H64 4.957 -0.792 0.346  -0.114
H65 6.457 -1.647 0.778  0.432
H66 6.292 1.070 0.893  0.403
H67 7.311 0.092 2.005  0.290
H68 4.583 1.310 2.711  -0.776
H69 6.018 1.044 3.649  0.369

DFT total energy	-8230.31979	Ha
total charge	0
frontier orbital gap	8.44	eV
spin multiplicity	1
largest force on an atom	3.56	eV/A



This record from the OMol25 dataset describes an isolated ion of composition C10H18NO and charge -1 in a non-equilibrium geometry. The level of theory is ωB97M-V/def2-TZVPD.

Last column: Mulliken charge in e.
Element x y z (Å)
C1 1.611 0.839 0.808  -1.568
C2 1.476 -0.685 1.085  -2.872
C3 0.356 1.378 0.110  -1.638
C4 -0.929 1.450 1.008  -0.693
C5 -0.839 0.568 -0.257  2.090
C6 0.604 -1.494 0.058  4.534
C7 -1.809 2.689 0.965  -1.748
C8 -1.542 0.924 -1.602  -2.128
C9 0.644 -2.978 0.539  -2.476
C10 1.098 -1.348 -1.395  -2.793
N1 -0.803 -0.992 0.027  -0.706
O1 -1.492 -1.763 -0.806  -0.414
H1 1.714 1.388 1.744  0.849
H2 2.370 0.830 0.061  0.798
H3 2.439 -1.135 1.041  0.669
H4 0.880 -0.845 1.990  0.601
H5 0.713 2.010 -0.703  0.955
H6 -0.943 0.869 1.836  0.878
H7 -1.523 3.191 0.034  0.291
H8 -1.466 3.481 1.672  0.465
H9 -2.882 2.500 0.995  0.399
H10 -0.787 0.973 -2.333  0.308
H11 -1.948 1.923 -1.429  0.488
H12 -2.278 0.248 -1.787  0.439
H13 1.407 -3.511 0.040  0.520
H14 -0.326 -3.364 0.162  0.294
H15 0.618 -3.048 1.612  0.468
H16 0.174 -1.246 -1.974  0.204
H17 1.582 -2.325 -1.900  0.466
H18 1.883 -0.529 -1.602  0.319

DFT total energy	-521.61051	Ha
total charge	-1
frontier orbital gap (alpha / beta)	2.35 / 9.10	eV
expectation value of S²	2.005
spin multiplicity	3
largest force on an atom	5.25	eV/A



This record from the OMol25 dataset describes one molecule with the formula C4H8O4 in a non-equilibrium geometry. The level of theory is ωB97M-V/def2-TZVPD.

Last column: Mulliken charge in e.
Element x y z (Å)
C1 1.068 1.264 -0.423  -1.562
C2 0.393 0.139 0.313  0.804
C3 0.772 -1.228 -0.114  -0.812
O1 -0.475 -1.764 -0.854  -0.246
O2 -0.589 -1.288 -2.222  -0.359
C4 -0.674 0.310 1.134  0.451
O3 -1.133 -0.705 1.909  -0.469
O4 -1.231 1.520 1.414  -0.582
H1 0.972 2.224 0.093  0.442
H2 2.141 1.066 -0.504  0.367
H3 0.661 1.369 -1.434  0.300
H4 1.639 -1.262 -0.778  0.372
H5 0.894 -1.908 0.732  0.294
H6 -1.523 -1.538 -2.340  0.324
H7 -1.892 -0.329 2.385  0.346
H8 -1.024 2.130 0.689  0.328

DFT total energy	-458.03328	Ha
total charge	0
frontier orbital gap	8.64	eV
energy relative to the best compared isomer or geometry (same formula, charge and spin)	524.8	kJ/mol
spin multiplicity	1
largest force on an atom	2.50	eV/A
SMILES	CC(COO)=C(O)O



This record from the OMol25 dataset describes C11H23B2CrF8O10 as an isolated structure in a non-equilibrium geometry. The level of theory is ωB97M-V/def2-TZVPD.

Last column: Mulliken charge in e.
Element x y z (Å)
Cr1 22.117 -9.094 1.858  1.350
C1 22.507 -11.297 -1.927  -0.667
C2 23.270 -10.490 -0.931  -0.074
O1 22.558 -9.523 -0.222  -0.558
H1 21.741 -11.932 -1.483  -0.288
H2 23.144 -11.883 -2.590  0.446
H3 22.056 -10.549 -2.579  0.235
H4 24.186 -10.132 -1.402  0.313
H5 23.729 -11.149 -0.193  -0.192
B1 24.549 -7.819 3.151  0.300
F1 25.862 -8.232 2.995  -0.387
F2 23.975 -8.622 4.093  -0.349
F3 24.448 -6.491 3.563  -0.390
F4 23.854 -8.115 2.015  -0.184
B2 20.897 -6.549 0.175  -0.150
F5 20.508 -5.272 0.438  -0.348
F6 21.389 -7.208 1.323  0.372
F7 19.808 -7.292 -0.321  -0.433
F8 21.903 -6.489 -0.787  -0.389
C3 17.859 -9.779 0.000  -0.401
O2 18.612 -11.029 0.202  -0.419
C4 19.715 -11.118 1.067  0.530
O3 20.186 -10.211 1.736  -0.407
O4 20.203 -12.398 1.074  -0.071
C5 19.766 -13.473 0.235  -0.772
H6 17.327 -9.473 0.901  0.308
H7 17.136 -9.785 -0.816  0.288
H8 18.545 -8.937 -0.098  0.066
H9 20.227 -13.254 -0.729  0.272
H10 18.684 -13.491 0.108  0.308
H11 20.088 -14.423 0.661  0.185
C6 25.438 -11.731 2.408  -0.544
O5 24.354 -12.461 3.054  -0.401
C7 23.105 -11.849 3.303  0.585
O6 22.767 -10.762 2.886  0.028
O7 22.307 -12.658 3.978  -0.247
C8 22.726 -13.786 4.800  -0.796
H12 25.601 -10.704 2.737  0.220
H13 25.184 -11.454 1.384  0.176
H14 26.358 -12.310 2.483  0.318
H15 23.139 -13.522 5.773  0.302
H16 23.564 -14.305 4.334  0.341
H17 21.904 -14.472 5.003  0.263
C9 20.998 -9.633 6.136  -0.331
O8 21.051 -8.228 6.009  -0.415
C10 21.128 -7.654 4.737  0.553
O9 21.195 -8.268 3.679  0.104
O10 21.261 -6.344 4.902  -0.412
C11 21.373 -5.468 3.794  -0.372
H18 21.827 -10.045 5.561  -0.051
H19 20.044 -10.012 5.769  0.271
H20 21.237 -9.988 7.139  0.301
H21 21.870 -4.523 4.010  0.308
H22 20.362 -5.193 3.491  0.288
H23 21.949 -5.918 2.986  0.017

DFT total energy	-3078.96311	Ha
total charge	-1
frontier orbital gap (alpha / beta)	5.70 / 6.45	eV
energy relative to the best compared isomer or geometry (same formula, charge and spin)	0.0	kJ/mol
expectation value of S²	6.004
spin multiplicity	5
largest force on an atom	3.08	eV/A



This record from the OMol25 dataset describes one molecule with the formula C3H5N3O in a non-equilibrium geometry. The level of theory is ωB97M-V/def2-TZVPD.

Last column: Mulliken charge in e.
Element x y z (Å)
N1 -1.855 -0.621 0.890  -0.520
C1 -0.685 -0.162 0.308  0.225
N2 0.419 -0.852 0.316  -0.605
C2 1.359 -0.054 -0.277  0.651
O1 2.551 -0.680 -0.359  -0.552
C3 0.839 1.144 -0.665  -0.704
N3 -0.519 1.041 -0.283  -0.048
H1 -1.715 -1.598 1.130  0.284
H2 -2.670 -0.518 0.302  0.244
H3 2.240 -1.508 0.055  0.434
H4 1.208 2.005 -1.201  0.380
H5 -1.172 1.802 -0.216  0.212

DFT total energy	-356.82973	Ha
total charge	0
frontier orbital gap	8.63	eV
energy relative to the best compared isomer or geometry (same formula, charge and spin)	72.6	kJ/mol
spin multiplicity	1
largest force on an atom	1.03	eV/A
SMILES	Nc1nc(O)c[nH]1



This record from the OMol25 dataset describes C24H24N5O4Pd as an isolated structure. The level of theory is ωB97M-V/def2-TZVPD.

Last column: Mulliken charge in e.
Element x y z (Å)
Pd1 0.302 -0.148 -0.255  0.452
C1 4.127 0.921 0.855  -1.165
C2 3.183 1.543 1.841  1.196
C3 3.505 2.709 2.526  -1.052
C4 2.636 3.253 3.459  -0.747
C5 1.430 2.624 3.727  -1.092
C6 1.074 1.458 3.057  1.502
C7 -0.220 0.754 3.355  -1.179
C8 1.954 0.934 2.104  -0.331
N1 1.559 -0.201 1.352  0.440
C9 1.842 -1.430 1.808  -0.179
O1 2.537 -1.751 2.770  -0.780
C10 1.132 -2.507 0.998  0.342
C11 1.255 -3.873 1.164  -0.535
C12 0.479 -4.703 0.361  -0.229
C13 -0.401 -4.171 -0.577  -0.486
C14 -0.480 -2.796 -0.690  0.376
N2 0.276 -2.038 0.096  -0.139
C15 -1.375 -2.023 -1.651  -0.302
O2 -2.130 -2.634 -2.403  -0.778
N3 -1.217 -0.698 -1.509  0.650
C16 -1.940 0.201 -2.324  -0.816
C17 -2.973 0.945 -1.744  1.458
C18 -3.359 0.693 -0.313  -0.995
C19 -3.629 1.900 -2.513  -1.065
C20 -3.266 2.114 -3.834  -0.742
C21 -2.237 1.373 -4.395  -1.057
C22 -1.555 0.412 -3.655  1.506
C23 -0.430 -0.385 -4.249  -1.414
H1 5.083 1.445 0.855  0.425
H2 3.711 0.943 -0.152  0.115
H3 4.300 -0.126 1.110  0.205
H4 4.455 3.192 2.323  0.372
H5 2.902 4.164 3.982  0.399
H6 0.752 3.039 4.465  0.360
H7 -0.861 1.370 3.988  0.432
H8 -0.030 -0.190 3.874  0.246
H9 -0.756 0.507 2.436  0.038
H10 1.944 -4.249 1.906  0.519
H11 0.561 -5.778 0.466  0.418
H12 -1.018 -4.784 -1.219  0.527
H13 -3.741 -0.322 -0.188  0.275
H14 -4.127 1.397 0.011  0.425
H15 -2.495 0.779 0.351  -0.087
H16 -4.432 2.479 -2.068  0.356
H17 -3.781 2.862 -4.424  0.405
H18 -1.943 1.546 -5.424  0.373
H19 -0.127 0.035 -5.208  0.396
H20 -0.744 -1.420 -4.401  0.293
H21 0.440 -0.392 -3.588  0.225
N4 0.266 1.904 -0.669  -0.376
N5 1.461 2.430 -1.252  -0.278
C24 2.135 1.592 -2.263  0.564
O3 2.729 2.269 -3.107  -0.823
O4 2.054 0.361 -2.092  -0.563
H22 -0.537 2.047 -1.284  0.275
H23 0.101 2.413 0.194  0.357
H24 1.281 3.332 -1.677  0.288

DFT total energy	-1631.76706	Ha
total charge	-1
frontier orbital gap	7.85	eV
energy relative to the best compared isomer or geometry (same formula, charge and spin)	8.0	kJ/mol
spin multiplicity	1
largest force on an atom	0.50	eV/A



This record from the OMol25 dataset describes one molecule with the formula C3H2F2 in a non-equilibrium geometry. The level of theory is ωB97M-V/def2-TZVPD.

Last column: Mulliken charge in e.
Element x y z (Å)
C1 -1.710 -0.068 0.721  0.106
C2 -0.785 -0.024 -0.006  -0.744
C3 1.005 0.064 -0.482  0.370
F1 1.504 -0.964 0.140  -0.201
F2 1.420 1.162 0.034  -0.176
H1 -2.644 -0.034 1.186  0.417
H2 1.209 -0.137 -1.592  0.229

DFT total energy	-315.10798	Ha
total charge	0
frontier orbital gap	11.65	eV
energy relative to the best compared isomer or geometry (same formula, charge and spin)	158.3	kJ/mol
spin multiplicity	1
largest force on an atom	7.04	eV/A
SMILES	C#CC(F)F



This record from the OMol25 dataset describes C8H40B2NO6 as an isolated structure in a non-equilibrium geometry. The level of theory is ωB97M-V/def2-TZVPD.

Last column: Mulliken charge in e.
Element x y z (Å)
O1 -0.657 -0.623 0.298  -0.968
H1 -1.123 0.205 0.439  -0.183
H2 -1.192 -1.384 0.060  -1.990
H3 -0.080 -0.961 0.987  -0.078
O2 -0.131 -3.959 0.518  -0.543
H4 -0.729 -4.689 0.343  0.526
H5 -0.127 -3.767 1.458  0.472
H6 -0.368 -3.213 -0.039  0.272
N1 -0.048 1.022 2.523  -0.518
H7 0.827 1.081 2.023  -0.066
H8 0.001 0.338 3.265  0.238
H9 -0.796 1.028 1.843  0.927
H10 -0.168 1.845 3.096  0.433
B1 -1.257 -2.562 -0.618  -1.499
H11 -1.610 -1.901 -1.394  0.503
H12 -0.192 -2.651 -0.766  0.320
H13 -1.498 -2.159 0.353  2.498
H14 -1.742 -3.524 -0.688  -0.219
B2 -3.315 -0.843 -0.478  2.185
H15 -3.948 -0.998 0.381  -0.430
H16 -3.290 0.187 -0.798  -0.419
H17 -2.363 -1.312 -0.279  -0.065
H18 -3.808 -1.422 -1.244  -0.238
C1 1.227 -1.392 1.973  -1.024
O3 -0.128 -1.419 2.105  -0.779
H19 1.658 -0.434 2.263  -0.478
H20 1.737 -2.032 2.693  0.237
H21 1.520 -1.735 0.981  0.453
C2 -1.778 2.237 0.640  -0.985
O4 -1.385 0.916 0.965  -0.940
H22 -2.774 2.374 0.220  0.309
H23 -1.681 2.972 1.439  0.335
H24 -1.125 2.642 -0.133  0.121
C3 3.062 0.287 0.585  -1.364
C4 2.401 1.573 1.014  0.189
C5 1.275 1.819 0.054  -1.712
O5 1.766 1.385 2.230  -0.536
H25 3.771 0.417 -0.232  0.406
H26 2.351 -0.438 0.188  0.168
H27 3.532 -0.127 1.477  0.402
H28 3.073 2.430 1.069  0.432
H29 1.642 1.903 -0.969  0.720
H30 0.877 2.831 0.134  0.511
H31 0.463 1.093 0.089  0.581
H32 2.433 0.964 2.778  0.487
C6 0.064 -0.147 -1.805  -0.803
C7 0.372 0.739 -3.067  -0.199
C8 0.149 2.280 -2.932  -1.422
O6 1.669 0.555 -3.526  -0.589
H33 -0.192 -1.174 -2.066  0.666
H34 -0.876 0.248 -1.420  0.316
H35 0.925 -0.216 -1.141  0.315
H36 -0.346 0.406 -3.818  0.427
H37 -0.844 2.637 -2.659  0.315
H38 0.302 2.897 -3.817  0.530
H39 0.798 2.783 -2.215  0.368
H40 1.676 0.990 -4.381  0.385

DFT total energy	-883.57241	Ha
total charge	-1
frontier orbital gap	5.00	eV
spin multiplicity	1
largest force on an atom	19.59	eV/A